Record 1
Below is C25H32As2ClO11Os as an isolated structure, with properties calculated with ωB97M-V with the def2-TZVPD basis set.

The value obtained for the max |F| is 0.010 hartree/bohr. The value obtained for the gap between HOMO and LUMO (alpha / beta) is 7.4 / 7.0 eV. For the molar mass, the calculation gives 884.0 g/mol. The total energy is -185624.5296 eV. Its multiplicity is 5. As for the total charge: +1.

CARTESIAN COORDINATES (ANGSTROEM)
C (-2.711, 0.114, -3.534)
C (2.231, 0.230, -7.232)
C (-0.372, -3.782, -2.229)
O (2.654, 1.660, -3.362)
C (-3.546, 0.566, -1.226)
H (-2.223, 3.347, -0.759)
As (-1.356, -0.268, -4.899)
H (-2.273, 1.868, -5.991)
H (4.654, 1.806, -3.612)
H (-4.440, -3.362, -3.452)
H (-0.401, 3.201, 1.133)
C (-4.080, -0.203, -4.090)
H (2.406, -0.771, -7.611)
H (0.400, 3.335, 2.694)
C (0.248, 1.340, 1.974)
H (-3.505, -2.200, -2.487)
C (3.907, 2.231, -2.951)
H (-3.274, -0.629, 1.755)
C (-2.584, -1.200, 2.372)
C (0.074, 0.931, -4.338)
C (-1.207, -0.614, 2.302)
C (0.415, 2.810, 1.737)
H (-3.030, 0.407, -6.668)
H (3.257, -1.376, 1.891)
H (1.358, 3.028, 1.237)
H (-2.585, -2.241, 2.052)
C (1.593, 2.057, -2.686)
H (-6.017, 1.074, -0.420)
C (0.151, -2.985, -1.052)
C (-1.037, 0.761, 2.052)
C (-2.508, 0.565, -2.292)
C (2.431, -1.777, 2.475)
C (-1.459, 3.268, -1.528)
H (-0.585, 3.872, -1.299)
C (0.315, 1.411, -3.124)
O (1.096, -3.319, -0.380)
H (3.166, 0.696, -6.928)
H (-1.910, 1.375, 1.878)
H (4.109, 1.958, -1.916)
C (1.019, 1.203, -5.476)
As (-0.893, 1.411, -1.626)
H (2.357, 0.891, 1.931)
H (-2.945, -1.165, 3.402)
H (-2.867, -2.805, -4.053)
H (-0.229, -4.844, -2.058)
H (1.747, 0.850, -7.985)
C (1.222, -0.903, 2.356)
O (-4.471, -1.482, -4.196)
H (-5.478, -0.450, 0.325)
Os (0.253, -0.314, 0.094)
C (-3.760, -2.516, -3.498)
O (-4.730, 0.687, -4.562)
C (-0.073, -1.419, 2.505)
H (2.744, -1.831, 3.519)
O (1.614, 2.815, -1.740)
O (1.338, 2.308, -5.821)
H (3.875, 3.314, -3.051)
Cl (0.549, -3.315, -3.683)
C (-5.759, 0.034, -0.606)
C (1.363, 0.483, 2.063)
O (-0.558, -1.879, -0.823)
C (-2.094, 0.851, -6.332)
O (-3.339, 1.059, -0.133)
H (-1.388, 0.848, -7.161)
O (-4.678, -0.038, -1.552)
H (-6.589, -0.485, -1.073)
H (-1.417, -3.556, -2.411)
H (2.215, -2.783, 2.121)
O (1.734, -0.209, -0.850)
O (1.368, 0.071, -6.092)
H (-0.201, -2.482, 2.668)
H (-1.870, 3.560, -2.493)

Mulliken atomic charge list, values in e, 6 entries: number 1, C, carries -0.3348; number 2, C, carries -0.7684; number 3, C, carries 0.0118; number 4, O, carries -0.1324; number 5, C, carries -0.2496; number 6, H, carries 0.5001

Record 2
Below is C22H20BrN4NiO5 as an isolated structure, with properties calculated with ωB97M-V with the def2-TZVPD basis set.

The value obtained for the max |F| is 0.009 hartree/bohr. The value obtained for the gap between HOMO and LUMO (alpha / beta) is 7.0 / 7.0 eV. For the molar mass, the calculation gives 559.0 g/mol. The total energy is -150426.4814 eV. Its multiplicity is 3. As for the total charge: -1.

CARTESIAN COORDINATES (ANGSTROEM)
H (4.299, 4.450, -2.409)
N (-2.518, 0.986, 0.404)
Ni (-0.427, -0.688, 0.108)
O (0.349, -1.769, -1.354)
O (0.941, -3.642, -2.402)
C (3.281, 4.089, -2.478)
H (-2.974, -3.829, -0.688)
C (2.908, 3.021, -1.660)
H (0.353, 4.621, -4.098)
N (-2.297, -1.876, -0.213)
C (1.595, 2.523, -1.725)
C (-0.823, -3.769, -0.799)
N (2.018, 0.865, -0.052)
N (1.451, -0.147, 0.692)
H (-0.304, 2.709, -2.640)
C (1.768, -1.916, 2.293)
C (1.128, 1.389, -0.876)
H (-4.119, 4.422, -0.277)
C (-2.189, -3.117, -0.980)
C (-3.676, 3.453, -0.090)
C (0.267, -3.025, -1.583)
C (-3.393, 3.064, 1.205)
H (-3.575, 2.860, -2.167)
H (0.831, -4.812, 4.688)
H (3.228, -4.211, 4.354)
C (2.370, 4.659, -3.344)
C (-2.816, 1.810, 1.379)
C (2.445, -3.670, 3.840)
H (2.678, 5.487, -3.971)
H (-3.597, 3.694, 2.057)
H (-2.341, -2.880, -2.036)
C (0.698, 3.117, -2.609)
C (1.102, -4.002, 4.020)
O (-0.587, -1.651, 1.869)
C (1.067, 4.178, -3.416)
C (-3.380, 2.590, -1.139)
O (-0.079, 1.015, -0.972)
H (3.787, -2.348, 2.833)
H (3.285, -0.584, 1.467)
H (-0.857, -4.798, -1.157)
C (0.109, -3.316, 3.359)
H (-0.574, -3.794, 0.266)
C (0.394, -2.257, 2.463)
H (-0.934, -3.571, 3.500)
H (-2.502, 0.681, -1.623)
Br (-2.400, 1.220, 3.133)
O (3.838, 2.518, -0.833)
C (-2.793, 1.374, -0.843)
H (-3.163, -1.387, -0.401)
C (2.751, -2.631, 2.986)
H (3.401, 1.783, -0.317)
H (-2.247, -2.065, 0.787)
C (2.221, -0.828, 1.448)

Mulliken atomic charge list, values in e, 6 entries: number 1, H, carries 0.4044; number 2, N, carries -0.0647; number 3, Ni, carries 0.4958; number 4, O, carries -0.5238; number 5, O, carries -0.7616; number 6, C, carries -0.6843

Record 3
Below is one molecule with the formula C8H13N in a non-equilibrium geometry, with properties calculated with ωB97M-V with the def2-TZVPD basis set.

The value obtained for the max |F| is 0.044 hartree/bohr. The value obtained for the gap between HOMO and LUMO is 9.0 eV. The SMILES is C=C/C(=C\C)NC(=C)C. For the molar mass, the calculation gives 123.2 g/mol. The total energy is -9994.3315 eV. As for the total charge: 0.

CARTESIAN COORDINATES (ANGSTROEM)
C (-2.152, 0.742, -0.142)
H (-1.767, -0.612, 2.163)
H (2.693, 1.454, 0.073)
C (1.269, 0.286, -0.926)
H (-0.707, -1.662, 3.111)
H (-1.963, -0.823, -1.522)
H (0.828, -1.944, 1.251)
H (-3.059, 1.138, -0.567)
C (-0.306, -0.921, -0.159)
C (-1.565, -0.337, -0.639)
H (1.580, 2.001, -2.162)
H (0.022, 1.976, -1.326)
H (-0.193, -0.019, 2.715)
H (2.543, -0.270, 0.667)
C (-0.065, -1.348, 1.094)
H (-1.736, 1.287, 0.689)
H (0.288, 0.919, -2.711)
C (2.203, 0.499, -0.008)
C (0.762, 1.360, -1.839)
N (0.683, -1.066, -1.188)
C (-0.731, -0.892, 2.341)
H (1.371, -1.768, -0.914)

Mulliken atomic charge list, values in e, 6 entries: number 1, C, carries -0.8875; number 2, H, carries 0.3844; number 3, H, carries 0.3084; number 4, C, carries 0.8568; number 5, H, carries 0.3663; number 6, H, carries 0.3324

Record 4
Below is a 11-piece molecular cluster, C7H34O10 overall in a non-equilibrium geometry, with properties calculated with ωB97M-V with the def2-TZVPD basis set.

The value obtained for the max |F| is 0.053 hartree/bohr. The value obtained for the gap between HOMO and LUMO is 8.7 eV. The SMILES is C/C=C/CCCC.O.O.O.O.O.O.O.O.O.O. For the molar mass, the calculation gives 278.3 g/mol. The total energy is -28281.9111 eV. As for the total charge: 0.

CARTESIAN COORDINATES (ANGSTROEM)
H (-1.168, 2.169, 2.981)
H (0.325, 0.341, 0.968)
C (3.232, -1.700, -1.187)
H (-3.014, -2.731, 1.635)
O (3.916, -0.860, 1.446)
H (-0.260, -3.499, -2.094)
H (-2.544, 3.928, -0.877)
H (-1.839, 3.329, -2.328)
H (0.011, -3.767, -0.518)
H (-1.751, 1.721, 0.085)
C (0.134, 1.814, -0.824)
H (3.027, -1.142, 1.726)
H (-2.627, 1.236, 0.749)
H (-0.794, 4.298, -1.391)
H (2.542, 3.571, -0.628)
C (-1.562, 3.520, -1.295)
O (-1.637, 2.283, 2.153)
H (-1.702, -1.826, -2.769)
H (2.511, 2.070, -1.147)
H (-0.160, -2.636, 3.771)
C (0.785, 0.726, 0.015)
C (1.017, -0.458, -0.938)
H (-1.308, 3.100, 1.788)
H (0.974, -1.428, -0.446)
H (-2.810, -1.264, 1.052)
O (0.772, 0.260, 3.937)
O (-1.821, -1.336, -3.578)
O (0.119, -2.154, 2.971)
H (0.895, -0.714, 4.061)
H (-3.614, -0.432, -1.096)
H (2.245, -0.495, -2.823)
H (2.590, -2.028, -0.359)
C (-1.093, 2.248, -0.597)
H (4.109, -1.266, -0.760)
O (-2.907, -1.048, -1.292)
C (2.386, -0.499, -1.668)
H (3.291, -2.441, -1.944)
O (2.875, 2.684, -0.521)
H (0.671, 2.194, -1.696)
O (0.344, -3.454, -1.353)
H (-0.566, -1.962, 2.324)
H (3.712, 0.095, 1.640)
H (2.852, 0.405, -1.285)
H (-2.711, -1.410, -0.413)
O (-2.431, -2.194, 1.095)
H (-3.239, 0.302, 1.957)
H (1.829, 1.150, 0.180)
H (0.192, -0.514, -1.691)
H (-2.649, -0.866, -3.577)
H (-0.092, 0.267, 3.537)
O (-3.058, 0.414, 1.025)

Mulliken atomic charge list, values in e, 6 entries: number 1, H, carries 0.2637; number 2, H, carries -0.1036; number 3, C, carries -1.1703; number 4, H, carries 0.2851; number 5, O, carries -0.6281; number 6, H, carries 0.2689